Entry P
Density functional theory data (ωB97M-V with the def2-TZVPD basis set) for the molecule C6H5NOS2.

Computed properties:
* frontier orbital gap: 8.6 eV
* SMILES: N#CC1=CC=C(CO)SS1
* highest occupied orbital energy: -0.343 Ha
* LUMO energy: -0.79 eV

ORCA input file:
```
! RIJCOSX wB97M-V def2-TZVPD def2/J DEFGRID3
* xyz 0 1
N 4.136 -0.701 -0.097
C 2.962 -0.714 -0.037
C 1.541 -0.457 0.006
C 0.639 -1.337 -0.384
C -0.822 -1.172 -0.171
C -1.471 -0.050 -0.338
C -2.980 0.121 0.052
O -3.541 -1.082 0.353
S -0.392 1.399 -0.702
S 1.023 1.060 0.817
H 1.032 -2.358 -0.743
H -1.302 -2.027 0.309
H -3.655 0.751 -0.655
H -2.956 0.814 1.075
H -3.065 -1.300 1.257
*
```

Löwdin atomic charge list, values in e, 2 entries: N 0.16; C -0.24

Entry Q
Density functional theory data (ωB97M-V with the def2-TZVPD basis set) for the molecule C6H5NOS2.

Computed properties:
* frontier orbital gap (spin up / spin down): 8.1 / 6.6 eV
* highest occupied orbital energy (spin up / spin down): -0.309 / -0.314 Ha
* LUMO energy (spin up / spin down): -0.34 / -1.94 eV

ORCA input file:
```
! RIJCOSX wB97M-V def2-TZVPD def2/J DEFGRID3
* xyz 0 1
C -1.450 1.715 -0.643
C -2.362 0.772 -0.925
C -0.351 1.210 0.106
C -0.542 -0.139 0.419
C 1.544 -1.516 0.107
C 0.423 -0.961 1.125
N 2.400 -0.716 -0.362
O 3.382 -0.423 -0.982
S -2.014 -0.769 -0.186
S 1.040 2.129 0.508
H -1.645 2.667 -1.046
H -3.148 1.000 -1.506
H 1.511 -2.688 0.032
H 1.080 -0.352 1.937
H 0.132 -1.929 1.417
*
```

Löwdin atomic charge list, values in e, 2 entries: C -0.20; C -0.37

Which of them is the most stable, and which is the least stable? entry P and entry Q, in that order.

Entry P
Density functional theory data (ωB97M-V with the def2-TZVPD basis set) for a cluster of 2 separate species, C3H6INO2 in total.

Computed properties:
* frontier orbital gap: 7.8 eV
* highest occupied orbital energy: -0.273 Ha
* LUMO energy: 0.37 eV

ORCA input file:
```
! RIJCOSX wB97M-V def2-TZVPD def2/J DEFGRID3
* xyz 0 1
C 0.350 -2.678 0.004
C -1.014 1.385 -0.175
C 1.029 -0.172 -0.178
N -0.158 0.425 0.548
O -0.553 -2.354 0.651
O 1.194 -3.124 -0.628
I 2.585 1.373 -0.115
H -1.465 0.883 -1.031
H -1.805 1.773 0.467
H -0.399 2.211 -0.532
H 0.737 -0.201 -1.241
H -0.721 -0.388 0.838
H 0.221 0.865 1.393
*
```

Löwdin atomic charge list, values in e, 2 entries: C -0.49; C -0.07

Entry Q
Density functional theory data (ωB97M-V with the def2-TZVPD basis set) for a cluster of 2 separate species, C3H6INO2 in total.

Computed properties:
* frontier orbital gap: 9.5 eV
* SMILES: C[C@H](N)I.O=C=O
* highest occupied orbital energy: -0.332 Ha
* LUMO energy: 0.41 eV

ORCA input file:
```
! RIJCOSX wB97M-V def2-TZVPD def2/J DEFGRID3
* xyz 0 1
C 0.578 0.835 1.234
C -0.369 0.553 0.060
N 0.372 0.057 -1.067
I -1.297 2.557 -0.462
H 1.409 0.117 1.184
H 0.011 0.805 2.267
H 0.922 1.836 1.044
H -1.364 0.033 0.355
H -0.228 -0.194 -1.886
H 1.293 0.528 -1.302
O -1.424 -2.250 -1.019
C -0.444 -2.315 -0.457
O 0.541 -2.561 0.051
*
```

Löwdin atomic charge list, values in e, 2 entries: C -0.18; C -0.80

Which of them is the most stable, and which is the least stable? entry Q and entry P, in that order.

Entry P
Density functional theory data (ωB97M-V with the def2-TZVPD basis set) for the molecule C2H4N2OS3.

Computed properties:
* frontier orbital gap: 8.9 eV
* SMILES: O=C(NS)N(S)C=S
* highest occupied orbital energy: -0.330 Ha
* LUMO energy: -0.07 eV

ORCA input file:
```
! RIJCOSX wB97M-V def2-TZVPD def2/J DEFGRID3
* xyz 0 1
O -0.826 1.494 -0.463
C -0.402 0.399 -0.177
N -1.188 -0.680 0.100
S -2.928 -0.578 -0.069
N 0.994 0.204 -0.093
S 2.002 1.641 0.066
C 1.553 -1.013 -0.294
S 3.103 -1.333 -0.082
H -0.858 -1.276 0.845
H -3.157 0.565 0.621
H 0.881 2.351 0.131
H 0.827 -1.773 -0.585
*
```

Löwdin atomic charge list, values in e, 2 entries: O 0.02; C -0.66

Entry Q
Density functional theory data (ωB97M-V with the def2-TZVPD basis set) for a structure of composition C2H4N2OS3.

Computed properties:
* frontier orbital gap: 8.1 eV
* highest occupied orbital energy: -0.322 Ha
* LUMO energy: -0.70 eV

ORCA input file:
```
! RIJCOSX wB97M-V def2-TZVPD def2/J DEFGRID3
* xyz 0 1
C 0.828 0.402 0.208
C -1.169 -1.068 0.055
H 3.542 1.081 -0.149
H 1.148 -1.066 -1.394
H -0.382 2.371 0.016
H -0.162 -1.777 0.036
N 1.544 -0.566 -0.477
N -0.651 0.192 0.020
O 1.248 1.322 1.014
S 3.300 -0.673 -0.101
S -1.604 1.792 -0.390
S -2.841 -1.405 0.178
*
```

Löwdin atomic charge list, values in e, 2 entries: C -0.58; C -0.74

Which of them is the most stable, and which is the least stable? entry P and entry Q, in that order.